--- one ---
Below is 2 unconnected molecules or ions with the total composition C6H13P, with properties calculated with ωB97M-V/def2-TZVPD.

Bonds (Å) are listed after each position.
Cartesian coordinates (Å):
1 C -0.19 1.68 -0.53  P7 1.751, H10 1.066
2 C -3.06 -0.09 -0.10  C3 1.379, H8 1.027, H9 1.098
3 C -2.02 0.81 0.09  C2 1.379, H11 1.149
4 C 2.51 0.49 -0.38  P7 1.845, H12 1.053, H13 1.147, H14 1.011
5 C 0.56 -0.08 1.64  P7 1.846, H15 1.122, H16 1.191, H17 1.135
6 C 0.28 -1.40 -0.98  P7 1.838, H18 1.023, H19 1.161, H20 1.139
7 P 0.69 0.20 -0.18  C1 1.751, C4 1.845, C5 1.846, C6 1.838
8 H -3.71 -0.14 0.69  C2 1.027
9 H -3.23 -0.58 -1.06  C2 1.098
10 H -0.22 1.76 -1.59  C1 1.066
11 H -2.05 1.20 1.17  C3 1.149
12 H 2.89 -0.44 -0.70  C4 1.053
13 H 2.65 1.40 -1.06  C4 1.147
14 H 2.93 0.68 0.51  C4 1.011
15 H 1.58 -0.11 2.10  C5 1.122
16 H -0.13 0.75 2.14  C5 1.191
17 H -0.04 -1.03 1.78  C5 1.135
18 H -0.72 -1.22 -1.11  C6 1.023
19 H 0.89 -1.46 -1.96  C6 1.161
20 H 0.39 -2.42 -0.48  C6 1.139

Properties
**E_LUMO**: 0.719 eV
**Gap between HOMO and LUMO**: 8.82 eV
**Charge**: 0

The computed Löwdin charges, all in e, follow:
1. C -0.2122
2. C -0.0894
3. C -0.1417
4. C -0.1894
5. C -0.2291
6. C -0.2104
7. P 0.6649
8. H 0.0001
9. H 0.0415
10. H -0.0649
11. H 0.0400
12. H 0.0226
13. H 0.0883
14. H -0.0135
15. H 0.0440
16. H 0.0800
17. H 0.0527
18. H -0.0403
19. H 0.0811
20. H 0.0754

=====

--- two ---
Below is 2 unconnected molecules or ions with the total composition C6H13P, with properties calculated with ωB97M-V/def2-TZVPD.

Bonds (Å) are listed after each position.
Cartesian coordinates (Å):
1 C 0.18 1.05 1.27  C2 1.309, H6 1.066, H7 1.125
2 C -0.20 -0.10 0.76  C1 1.309, C3 1.585, H8 1.068
3 C -1.77 -0.36 0.72  C2 1.585, C4 1.552, C5 1.522, H9 1.097
4 C -2.11 -1.41 1.81  C3 1.552, H10 1.162, H11 1.057, H12 1.133
5 C -2.13 -0.73 -0.71  C3 1.522, H13 1.082, H14 1.155, H15 1.026
6 H -0.39 1.84 1.68  C1 1.066
7 H 1.30 1.18 1.23  C1 1.125
8 H 0.43 -0.83 0.30  C2 1.068
9 H -2.21 0.57 1.08  C3 1.097
10 H -2.02 -1.04 2.91  C4 1.162
11 H -1.50 -2.26 1.63  C4 1.057
12 H -3.23 -1.55 1.73  C4 1.133
13 H -1.19 -1.06 -1.14  C5 1.082
14 H -2.66 0.14 -1.26  C5 1.155
15 H -2.79 -1.52 -0.76  C5 1.026
16 C 4.23 1.28 -1.42  P17 1.723, H18 1.092, H19 1.085
17 P 3.83 0.36 -0.02  C16 1.723, H20 1.391
18 H 4.60 2.26 -1.11  C16 1.092
19 H 4.42 0.96 -2.43  C16 1.085
20 H 3.21 -0.63 -0.78  P17 1.391

Properties
**E_LUMO**: -0.089 eV
**Gap between HOMO and LUMO**: 9.37 eV
**Charge**: 0
**SMILES**: C=CC(C)C.C=P

The computed Löwdin charges, all in e, follow:
1. C -0.0160
2. C -0.1683
3. C -0.4305
4. C -0.0869
5. C -0.0734
6. H 0.0528
7. H 0.0129
8. H 0.0835
9. H 0.1133
10. H 0.1040
11. H 0.0512
12. H 0.0857
13. H 0.0638
14. H 0.1139
15. H 0.0301
16. C -0.4272
17. P 0.7306
18. H -0.0430
19. H -0.0162
20. H -0.1804

=====

What should be chosen as the most stable of them? Choose two.